{"formula": "C5H11N", "method": "ωB97M-V/def2-TZVPD", "homo_energy_ev": -8.15, "smiles": "CC/C=C(/C)N", "e_above_lowest_kcal_mol": 53.52, "orbital_gap_ev": 9.169, "mol_weight_g_mol": 85.150, "species": ["C", "C", "N", "C", "C", "C", "H", "H", "H", "H", "H", "H", "H", "H", "H", "H", "H"], "coordinates": [[-2.450, -1.062, -0.341], [-1.486, 0.127, -0.527], [1.377, 1.340, -0.575], [0.892, 0.323, 0.217], [-0.387, 0.074, 0.547], [1.967, -0.617, 0.748], [-2.864, -0.844, 0.603], [-3.299, -1.059, -1.077], [-1.808, -1.909, -0.298], [-1.929, 1.174, -0.534], [-0.862, 0.114, -1.430], [1.995, 1.887, 0.064], [1.917, 1.048, -1.357], [-0.712, -0.394, 1.494], [2.884, -0.832, 0.042], [2.373, -0.092, 1.679], [1.448, -1.538, 0.971]], "forces_ev_per_a": [[-0.01, 2.30, -1.31], [0.75, 2.71, 0.04], [-0.25, 2.39, -0.32], [0.42, -2.61, 1.58], [-0.82, -0.16, -0.81], [1.42, 1.05, 1.02], [-0.79, -0.39, 1.34], [1.11, -0.39, 0.47], [-0.11, -1.19, -0.16], [-0.26, -1.37, -0.02], [-0.79, -0.27, -0.25], [-0.58, -0.30, -1.03], [0.65, -0.35, -0.57], [0.81, -0.50, -0.66], [-2.02, 0.65, 1.11], [-0.04, -1.17, -0.88], [0.51, -0.39, 0.47]]}